# 1
This record from OMol25 describes a 2-piece molecular cluster, C5H14N2O2 overall. The level of theory is the ωB97M-V functional and the def2-TZVPD basis.

Computed properties:
SMILES: C[C@H](N)O.CNC(C)=O
Energy above the lowest of the compared OMol25 structures with the same formula, charge and spin: 15.4 kcal/mol
Maximum force: 0.05124 Eh/bohr
HOMO: -9.603 eV

The geometry in ORCA input format:
```
! wB97M-V def2-TZVPD RIJCOSX def2/J DEFGRID3
* xyz 0 1
O 1.846 0.522 -0.067
O -0.394 2.475 -0.596
N -0.820 1.206 1.382
N 0.890 -1.360 0.692
C -1.235 1.530 0.025
C 2.477 -1.482 -1.206
C -2.653 2.087 0.014
C 0.231 -2.567 0.285
C 1.633 -0.670 -0.252
H 1.889 -2.253 -1.695
H 0.199 1.234 1.412
H -0.559 -2.796 0.987
H 0.944 -3.388 0.193
H -2.665 3.052 0.515
H -1.142 1.930 2.018
H 3.301 -1.944 -0.659
H 0.331 -0.747 1.285
H -1.205 0.584 -0.547
H 2.902 -0.809 -1.956
H -3.324 1.401 0.522
H -2.980 2.232 -1.012
H -0.177 -2.360 -0.752
H 0.511 2.125 -0.586
*
```



# 2
This record from OMol25 describes a 2-piece molecular cluster, C5H14N2O2 overall. The level of theory is the ωB97M-V functional and the def2-TZVPD basis.

Computed properties:
SMILES: CN(C)N(C)C.O=CO
Energy above the lowest of the compared OMol25 structures with the same formula, charge and spin: 97.0 kcal/mol
Maximum force: 0.07002 Eh/bohr
HOMO: -8.418 eV

The geometry in ORCA input format:
```
! wB97M-V def2-TZVPD RIJCOSX def2/J DEFGRID3
* xyz 0 1
O -2.024 -0.194 -1.035
O -0.392 -0.335 -2.612
N 0.441 -0.674 -0.023
N 0.121 0.880 0.766
C 0.230 -1.699 1.002
C 1.846 -0.705 -0.449
C -1.023 0.989 1.660
C -1.031 -0.822 -1.483
C 0.124 1.991 -0.178
H -1.112 0.131 2.330
H 0.404 2.899 0.374
H 1.976 -0.093 -1.342
H -1.980 1.168 1.160
H 0.863 1.857 -0.969
H 2.178 -1.718 -0.707
H -0.853 0.501 -2.797
H -0.840 -1.798 1.196
H 0.598 -2.681 0.679
H -0.842 1.849 2.322
H -1.080 -1.925 -1.538
H 0.751 -1.446 1.931
H 2.497 -0.344 0.355
H -0.852 2.172 -0.640
*
```



# 3
This record from OMol25 describes a 2-piece molecular cluster, C5H14N2O2 overall. The level of theory is the ωB97M-V functional and the def2-TZVPD basis.

Computed properties:
SMILES: C=C(C)[N@@+](C)([O-])CN.O
Energy above the lowest of the compared OMol25 structures with the same formula, charge and spin: 91.5 kcal/mol
Maximum force: 0.02471 Eh/bohr
HOMO: -8.929 eV

The geometry in ORCA input format:
```
! wB97M-V def2-TZVPD RIJCOSX def2/J DEFGRID3
* xyz 0 1
O -0.393 0.591 -1.713
O 0.082 -1.913 -2.036
N -0.298 0.516 -0.369
N -1.951 -0.193 1.438
C -1.510 -0.300 0.097
C 1.021 -0.096 0.006
C 1.113 -0.809 1.316
C 2.074 0.214 -0.740
C -0.357 1.880 0.201
H 0.398 2.476 -0.306
H -2.300 0.046 -0.576
H 2.143 -1.124 1.468
H 0.845 -0.161 2.151
H -1.321 -0.579 2.124
H 3.063 -0.108 -0.472
H 0.475 -1.690 1.329
H -1.280 -1.336 -0.156
H -0.163 1.867 1.274
H 0.166 -2.139 -2.959
H -0.154 -0.901 -2.083
H -1.337 2.301 -0.018
H -2.249 0.734 1.702
H 1.934 0.726 -1.677
*
```



# 4
This record from OMol25 describes an isolated ion of composition C5H14N3 and charge +2. The level of theory is the ωB97M-V functional and the def2-TZVPD basis.

Computed properties:
Energy above the lowest of the compared OMol25 structures with the same formula, charge and spin: 34.5 kcal/mol
Maximum force: 0.04078 Eh/bohr
HOMO (alpha / beta): -18.757 / -18.756 eV

The geometry in ORCA input format:
```
! wB97M-V def2-TZVPD RIJCOSX def2/J DEFGRID3
* xyz 2 2
N -0.178 -3.171 1.038
N 0.513 -1.152 0.110
N 0.326 1.986 1.311
C -0.957 1.748 0.768
C 0.331 -2.448 0.079
C 1.095 -0.451 -1.022
C -1.006 1.101 -0.687
C 0.318 0.873 -1.417
H 1.095 2.242 0.683
H 0.503 -0.629 0.971
H -1.543 1.899 -1.194
H 2.108 -0.139 -0.848
H -1.429 2.741 0.678
H 0.086 0.937 -2.471
H 0.526 -2.991 -0.824
H 0.413 2.381 2.247
H 1.001 1.661 -1.134
H -1.659 0.242 -0.565
H 1.113 -1.041 -1.912
H -0.686 -2.830 1.841
H -1.451 1.140 1.526
H -0.518 -4.100 0.822
*
```



# 5
This record from OMol25 describes a single C5H14N3P molecule. The level of theory is the ωB97M-V functional and the def2-TZVPD basis.

Computed properties:
Energy above the lowest of the compared OMol25 structures with the same formula, charge and spin: 87.0 kcal/mol
Maximum force: 0.11314 Eh/bohr
HOMO (alpha / beta): -7.172 / -7.720 eV

The geometry in ORCA input format:
```
! wB97M-V def2-TZVPD RIJCOSX def2/J DEFGRID3
* xyz 0 1
P -1.136 0.191 0.624
N -0.883 -0.993 -0.531
N 1.342 -0.519 0.433
N -1.151 -2.262 -0.361
C 2.057 -1.745 0.381
C -0.408 1.571 -0.450
C 1.936 0.702 -0.107
C 1.058 1.907 0.002
C -2.924 0.649 0.212
H -1.760 -2.525 0.399
H -3.011 0.981 -0.749
H -3.654 -0.284 0.406
H 2.815 -1.735 -0.313
H -1.144 2.457 -0.164
H -0.339 -2.789 -0.623
H -0.587 1.116 -1.363
H 1.172 2.208 0.966
H 2.826 0.792 0.442
H 2.213 0.433 -1.100
H 1.212 2.771 -0.734
H 2.417 -1.875 1.326
H 1.265 -2.477 0.265
H -3.317 1.428 1.039
*
```



# 6
This record from OMol25 describes C5H14N4 as an isolated structure. The level of theory is the ωB97M-V functional and the def2-TZVPD basis.

Computed properties:
Energy above the lowest of the compared OMol25 structures with the same formula, charge and spin: 125.4 kcal/mol
Maximum force: 0.04515 Eh/bohr
HOMO (alpha / beta): -8.002 / -7.002 eV

The geometry in ORCA input format:
```
! wB97M-V def2-TZVPD RIJCOSX def2/J DEFGRID3
* xyz 0 1
N -1.574 -2.384 -1.540
N -2.195 -0.142 0.321
N 0.757 -0.291 1.548
N 1.865 0.372 1.791
C 1.289 1.140 -1.250
C -0.290 -0.012 2.454
C 0.009 1.309 -0.467
C -0.786 -1.155 -1.496
C -1.296 -0.209 -0.460
H -0.607 -0.931 2.952
H 1.830 2.089 -1.344
H -2.548 -2.226 -1.307
H -0.740 1.852 -1.041
H -0.052 0.759 3.200
H -0.760 -0.607 -2.450
H 1.092 0.792 -2.264
H -1.554 -2.785 -2.471
H 0.248 -1.409 -1.253
H 0.107 1.799 0.495
H -1.272 0.215 1.824
H 2.626 0.213 1.148
H 1.974 0.422 -0.792
H 1.874 1.189 2.402
*
```



# 7
This record from OMol25 describes an isolated ion of composition C5H14N4O and charge +2. The level of theory is the ωB97M-V functional and the def2-TZVPD basis.

Computed properties:
SMILES: N[N@+]1(CC[NH3+])CCNC1=O
Energy above the lowest of the compared OMol25 structures with the same formula, charge and spin: 40.0 kcal/mol
Maximum force: 0.09728 Eh/bohr
HOMO: -18.468 eV

The geometry in ORCA input format:
```
! wB97M-V def2-TZVPD RIJCOSX def2/J DEFGRID3
* xyz 2 1
O -0.059 -2.120 0.269
N -0.538 0.159 0.178
N -0.232 0.417 1.549
N 2.645 -1.151 0.056
N -2.230 -1.335 -0.183
C -0.947 -1.351 0.131
C -1.578 0.924 -0.477
C 0.871 0.672 -0.538
C 1.815 -0.499 -0.929
C -2.806 0.052 -0.314
H 1.356 1.174 0.245
H -0.340 1.418 1.700
H 2.132 -1.928 0.344
H 0.455 1.339 -1.295
H 1.277 -1.153 -1.620
H -0.857 -0.125 2.245
H 2.864 -0.384 0.813
H -2.785 -2.119 -0.361
H -1.808 1.893 -0.032
H -3.586 0.120 -1.205
H -1.275 0.872 -1.558
H 2.451 0.068 -1.624
H 3.628 -1.446 -0.212
H -3.345 0.248 0.661
*
```



# 8
This record from OMol25 describes a 3-piece molecular cluster, C5H14N4O2P overall. The level of theory is the ωB97M-V functional and the def2-TZVPD basis.

Computed properties:
Energy above the lowest of the compared OMol25 structures with the same formula, charge and spin: 2.2 kcal/mol
Maximum force: 0.10335 Eh/bohr
HOMO: -13.239 eV

The geometry in ORCA input format:
```
! wB97M-V def2-TZVPD RIJCOSX def2/J DEFGRID3
* xyz 1 1
P 0.646 0.276 1.309
O 0.156 0.688 2.637
O -1.546 2.400 1.700
N -2.181 2.119 -0.538
N 2.196 0.603 0.759
N -0.480 0.938 0.203
N 0.615 -1.300 0.847
C 2.543 -0.398 -0.127
C -1.624 1.411 -1.767
C -1.436 1.820 0.519
C -0.736 0.346 -1.154
C 1.693 -1.668 -0.013
H -2.974 2.646 -0.557
H 0.307 0.145 -1.756
H 1.256 -1.993 -0.881
H -2.058 -1.038 0.647
H 2.302 -2.445 0.487
H -1.187 -0.650 -1.091
H -2.339 -0.478 1.222
H -0.990 1.931 2.402
H 2.766 1.087 1.451
H -2.500 0.967 -2.310
H 2.484 0.024 -1.224
H 0.078 -1.993 1.267
H 3.587 -0.711 0.053
H -1.112 2.242 -2.224
*
```



# 9
This record from OMol25 describes C5H14N6NiO9 as an isolated structure. The level of theory is the ωB97M-V functional and the def2-TZVPD basis.

Computed properties:
Energy above the lowest of the compared OMol25 structures with the same formula, charge and spin: 0.0 kcal/mol
Maximum force: 0.05007 Eh/bohr
HOMO (alpha / beta): -8.507 / -8.831 eV

The geometry in ORCA input format:
```
! wB97M-V def2-TZVPD RIJCOSX def2/J DEFGRID3
* xyz 0 3
Ni 25.328 2.615 11.332
O 27.423 3.055 11.403
O 25.073 4.495 12.243
O 23.476 2.706 10.547
O 28.522 3.882 9.602
O 26.294 3.512 9.634
O 24.917 1.863 13.147
O 25.788 0.649 10.690
O 22.363 1.935 8.758
O 21.389 3.385 10.165
N 24.092 6.062 13.507
N 26.203 -1.354 9.705
N 25.872 2.157 15.155
N 23.242 5.575 11.417
N 24.141 0.669 14.928
N 24.812 0.157 8.696
C 25.622 -0.124 9.742
C 24.978 1.561 14.341
C 24.166 5.338 12.359
C 22.388 2.708 9.892
C 27.409 3.438 10.197
H 22.458 6.118 11.738
H 21.481 2.215 8.434
H 24.174 0.937 8.748
H 26.425 2.936 14.842
H 23.004 4.803 10.798
H 23.451 0.248 14.333
H 24.721 5.928 14.272
H 23.366 6.736 13.669
H 29.258 3.625 10.173
H 26.147 -1.873 8.852
H 24.710 -0.417 7.882
H 25.864 2.025 16.148
H 26.583 -1.748 10.544
H 24.224 0.580 15.918
*
```



# 10
This record from OMol25 describes a 2-piece molecular cluster, C5H14NO overall. The level of theory is the ωB97M-V functional and the def2-TZVPD basis.

Computed properties:
Energy above the lowest of the compared OMol25 structures with the same formula, charge and spin: 12.7 kcal/mol
Maximum force: 0.03619 Eh/bohr
HOMO: -2.502 eV

The geometry in ORCA input format:
```
! wB97M-V def2-TZVPD RIJCOSX def2/J DEFGRID3
* xyz -1 1
O -1.185 -0.015 1.182
N -2.472 1.542 -0.191
C -0.313 -0.603 -1.705
C -1.872 1.170 1.152
C 1.418 -1.172 0.116
C 2.580 -0.591 0.943
C 0.777 -0.089 -0.770
H -2.727 1.171 1.900
H 2.161 0.170 1.602
H -1.021 -1.162 -1.046
H 0.592 -1.516 0.744
H -1.241 2.034 1.456
H 3.393 -0.242 0.259
H 0.156 -1.306 -2.437
H -3.359 2.016 -0.049
H -0.872 0.221 -2.229
H 0.330 0.650 -0.032
H 3.075 -1.356 1.509
H -2.744 0.665 -0.630
H 1.733 -2.037 -0.448
H 1.590 0.449 -1.323
*
```



# 11
This record from OMol25 describes a single C5H14NO molecule. The level of theory is the ωB97M-V functional and the def2-TZVPD basis.

Computed properties:
Energy above the lowest of the compared OMol25 structures with the same formula, charge and spin: 94.3 kcal/mol
Maximum force: 0.08133 Eh/bohr
HOMO (alpha / beta): -2.724 / -11.031 eV

The geometry in ORCA input format:
```
! wB97M-V def2-TZVPD RIJCOSX def2/J DEFGRID3
* xyz 0 2
O -0.348 1.675 1.273
N 0.306 -0.769 1.225
C -0.222 -1.151 -0.188
C 0.835 -0.229 -1.039
C 0.312 1.299 -1.170
C -0.140 -2.648 -0.291
C -0.769 1.904 -0.293
H 1.142 -1.256 1.468
H 0.413 0.336 1.181
H -1.200 -0.657 -0.255
H 1.216 1.962 -0.982
H -0.750 -3.047 -1.080
H 0.999 -3.026 -0.310
H 1.731 -0.300 -0.329
H 0.885 -0.764 -1.939
H -0.394 -3.260 0.650
H -0.550 2.542 1.692
H -0.443 -1.172 1.872
H -0.828 2.975 -0.258
H -1.669 1.330 -0.371
H -0.015 1.271 -2.213
*
```



Sequential E_tot output: -12487.658, -12484.121, -12484.361, -9863.579, -19165.396, -11366.975, -13401.188, -24750.877, -73829.630, -8949.106, -8944.026 eV